Record 1
Here is a cluster of 2 separate species, C7H14IN in total from the Open Molecules 2025 dataset. Energies are from the ωB97M-V functional and the def2-TZVPD basis.

Values from the calculation:
- SMILES: [H]/N=C(\C)C(C)(C)C=C.I
- E_HOMO: -0.344 Eh
- HOMO-LUMO gap: 10.1 eV
- 2S+1: 1
- LUMO energy: 0.0280 Ha

Geometry as XYZ:
```
23
Properties=species:S:1:pos:R:3:forces:R:3
C -1.1576 -0.0942 -0.8026 2.45 0.01 2.48
C -0.1859 -0.7898 0.3644 -0.66 -1.52 -0.69
C 1.4449 -0.6434 0.7546 -4.52 4.00 -5.16
C -1.1720 1.2239 -0.9840 -1.33 -0.59 -1.27
C -0.1055 -2.2672 -0.2061 -0.82 0.89 0.12
C -1.0156 -0.7355 1.6710 1.82 -0.99 0.25
C 2.0921 -0.0140 -0.5321 4.23 -0.96 5.06
N 1.8110 -0.7953 1.9152 3.79 0.12 2.21
I 0.5068 1.1698 4.4256 -0.21 0.68 0.74
H -1.8275 -0.8885 -1.2077 0.45 1.15 0.12
H -1.9072 1.6983 -1.6482 0.25 -0.31 0.16
H -0.4988 1.9231 -0.5400 0.51 0.03 0.51
H 1.0196 0.1328 3.3317 0.22 -0.46 -0.43
H -0.9067 -2.8097 0.2709 -0.73 -0.38 -0.54
H 0.7261 -2.6826 0.2740 1.56 -1.16 0.07
H -0.0767 -2.3729 -1.3285 0.00 0.16 1.32
H -0.3553 -1.1460 2.4936 -0.90 0.83 -0.67
H -1.8214 -1.4220 1.6467 -1.07 -0.73 -0.35
H -1.4469 0.2324 1.8712 0.34 0.40 0.25
H 1.5632 -0.0618 -1.3951 -1.78 -0.39 -2.29
H 3.0345 -0.6514 -0.5463 -0.61 1.14 -0.85
H 2.3884 1.0489 -0.2881 -0.32 -1.14 -0.26
H 2.8866 -0.5634 2.1016 -2.68 -0.80 -0.79
```
Forces are in eV/Å.


Record 2
Here is a structure of composition C7H14LaNO7PS2 from the Open Molecules 2025 dataset. Energies are from the ωB97M-V functional and the def2-TZVPD basis.

Values from the calculation:
- E_HOMO: -0.628 Eh
- HOMO-LUMO gap: 2.5 eV
- 2S+1: 1
- Net charge: +3
- LUMO energy: -0.5341 Ha

Geometry as XYZ:
```
33
Properties=species:S:1:pos:R:3:forces:R:3
C 2.8641 -0.8472 0.4534 0.30 1.09 -1.03
C 2.2123 0.6213 0.0151 -2.27 -1.92 2.05
O 3.3458 1.3616 -0.6299 -1.13 3.99 1.32
C 1.0562 0.4438 -1.1027 1.35 1.13 -0.21
C -0.4208 -0.0172 -0.6419 -0.57 0.64 -1.14
C -1.3502 0.8677 -1.7175 0.26 -1.51 -1.78
C -2.8493 0.2681 -1.9573 -3.64 3.59 1.57
N -3.9167 1.1018 -1.6008 5.58 -3.06 -1.47
O -0.3981 -1.4991 -0.8735 -1.17 0.85 1.52
S -1.6305 -2.3169 0.0425 -6.59 -6.34 -1.19
O -1.2563 -3.6200 0.7844 1.12 6.02 -1.73
O -2.9131 -2.7795 -0.7499 5.45 3.60 2.22
O -2.0862 -0.9219 0.9133 1.74 -0.47 -1.57
C -1.0390 0.1524 0.8354 -1.05 -0.96 0.61
S -2.0347 1.7094 1.2902 0.17 0.12 -0.56
P -0.0870 -0.1739 2.4419 0.69 0.15 3.07
O 0.2799 -1.8515 2.7159 -0.62 2.50 -2.29
O -1.1835 0.2787 3.7417 2.77 -0.64 -2.42
H 2.6130 -1.6265 -0.3839 0.11 0.97 1.75
H 2.5654 -1.1722 1.5372 0.62 0.52 -2.03
H 4.0479 -0.7199 0.4391 -1.64 -0.32 0.69
H 1.9193 1.2818 0.9576 0.40 -1.65 -1.77
H 3.2597 2.3454 -0.4574 -0.04 -0.87 -0.06
H 1.4555 -0.3466 -1.9032 -0.95 1.22 1.48
H 0.9928 1.4702 -1.7102 -0.10 -2.09 1.53
H -1.3102 2.0301 -1.4865 -0.30 -2.64 -0.08
H -0.7756 0.7488 -2.7568 -1.17 0.13 2.02
H -3.0978 -0.7950 -2.4328 0.89 2.46 1.20
H -3.4688 1.9918 -1.2312 -0.82 -1.17 -0.40
H -1.2027 2.8435 1.3134 -0.05 -1.56 -0.28
H 0.6580 -2.1848 1.8362 -1.00 0.07 1.71
H -0.8328 1.1362 4.1350 -0.51 -1.40 -0.59
La 4.5833 0.2196 -1.8167 2.14 -2.46 -2.11
```
Forces are in eV/Å.


Record 3
Here is a structure of composition C7H14MnOPS from the Open Molecules 2025 dataset. Energies are from the ωB97M-V functional and the def2-TZVPD basis.

Values from the calculation:
- E_HOMO (spin up / spin down): -0.172 / -0.169 Eh
- HOMO-LUMO gap (spin up / spin down): 3.9 / 4.0 eV
- 2S+1: 5
- LUMO energy (spin up / spin down): -0.0275 / -0.0215 Ha

Geometry as XYZ:
```
25
Properties=species:S:1:pos:R:3:forces:R:3
C -0.5226 0.4632 -3.2105 2.63 0.74 0.77
C -1.2374 1.6606 -3.0055 0.79 0.11 0.48
C -0.3226 2.6859 -2.6055 0.23 -0.85 -0.28
C 1.0049 2.1438 -2.5991 -0.86 -0.26 -0.02
C 0.9474 0.7850 -2.9581 -2.80 -0.38 -0.10
Mn -0.0475 -1.4097 0.7573 0.04 0.02 -1.35
P -0.2094 -3.4778 -0.3942 -0.09 -0.31 -0.23
H -0.9053 -0.5159 -3.4892 0.00 0.23 -0.15
H -2.3124 1.7775 -3.1155 0.15 0.02 0.03
H -0.5893 3.7072 -2.3449 0.05 -0.14 -0.15
H 1.7651 0.0746 -3.0477 -0.08 0.18 -0.06
H 1.9116 2.6935 -2.3578 -0.16 -0.06 -0.03
H 0.9910 -3.8223 -1.1039 -0.73 0.02 0.35
H -1.2168 -3.6015 -1.4089 0.51 -0.15 0.46
H -0.4383 -4.6335 0.4272 0.13 0.36 -0.70
C -0.5572 1.3505 3.1491 0.10 -0.01 0.18
S 0.9906 0.5570 2.6598 -0.72 -0.18 -1.16
C 0.6600 -1.0910 3.3359 0.15 0.24 0.52
O 0.8042 0.3380 1.1375 0.18 0.12 1.34
H -0.4758 1.6340 4.2022 -0.06 0.00 -0.11
H -1.4060 0.6726 2.9914 0.29 0.17 -0.05
H -0.6619 2.2425 2.5228 0.11 -0.18 0.10
H -0.4077 -1.3571 3.2280 0.36 0.10 -0.05
H 1.3140 -1.8242 2.8341 -0.15 0.37 0.15
H 0.9213 -1.0529 4.3954 -0.08 -0.17 0.06
```
Forces are in eV/Å.


Record 4
Here is the ion C7H14N with charge +1 from the Open Molecules 2025 dataset. Energies are from the ωB97M-V functional and the def2-TZVPD basis.

Values from the calculation:
- SMILES: C=C/C=C/C[C@H](C)[NH3+]
- E_HOMO: -0.437 Eh
- HOMO-LUMO gap: 8.3 eV
- 2S+1: 1
- Net charge: +1
- LUMO energy: -0.1313 Ha

Geometry as XYZ:
```
22
Properties=species:S:1:pos:R:3:forces:R:3
C -2.1957 -0.9899 -1.9680 1.30 -0.77 1.92
C -0.9176 -0.2968 -1.3674 -1.71 0.68 0.94
C -0.4232 -0.8077 -0.0204 -0.18 -0.66 -0.41
C 0.7642 -0.0334 0.4995 -0.35 -0.08 0.81
C 0.7840 0.4774 1.7293 -4.56 0.99 -0.14
C 1.8213 1.0534 2.5325 1.56 -0.49 0.50
C 1.6889 1.8083 3.6303 -0.85 0.01 -1.04
N 0.1717 -0.2704 -2.4280 -1.40 -0.58 -1.55
H -3.0917 -0.4909 -1.6312 -0.18 1.15 -1.14
H -2.5010 -1.9513 -1.5016 1.29 -0.08 -0.46
H -1.8799 -1.1142 -2.9897 -1.58 -0.14 -0.74
H -1.2013 0.7686 -1.1398 0.57 -0.80 -0.77
H -1.3735 -0.8711 0.5614 0.94 0.80 0.30
H -0.1594 -1.8749 -0.0052 0.13 -0.01 -0.66
H 1.6446 0.0412 -0.1057 0.61 -0.45 -0.43
H -0.3552 0.5248 2.0798 2.65 -0.14 0.23
H 2.7985 0.6616 2.2557 0.12 -0.05 0.32
H 2.4860 1.9340 4.3686 -0.34 0.41 -0.54
H 0.7191 2.3303 3.6633 0.45 -0.39 1.00
H -0.2558 -0.3055 -3.4032 0.56 0.59 1.40
H 0.7044 -1.1312 -2.4087 0.55 -0.23 0.39
H 0.7716 0.5378 -2.3514 0.40 0.24 0.06
```
Forces are in eV/Å.


Record 5
Here is the ion C7H14N with charge +1 from the Open Molecules 2025 dataset. Energies are from the ωB97M-V functional and the def2-TZVPD basis.

Values from the calculation:
- SMILES: C=C=[N+](C)C(C)(C)C
- E_HOMO: -0.571 Eh
- HOMO-LUMO gap: 11.3 eV
- 2S+1: 1
- Net charge: +1
- LUMO energy: -0.1565 Ha

Geometry as XYZ:
```
22
Properties=species:S:1:pos:R:3:forces:R:3
C 1.1962 -2.7130 -1.0293 1.15 0.63 -0.31
C 0.5670 -1.8392 -0.3058 1.75 -2.24 -0.94
C -0.9369 1.0059 0.9221 2.39 0.08 1.71
C 0.7591 1.1516 -1.2727 0.58 1.42 1.50
C -1.3004 -0.1013 -1.2122 1.23 -1.36 -2.67
C 1.3428 -0.4144 1.5455 -0.03 0.42 -0.47
C -0.1722 0.4287 -0.2596 -2.09 -1.18 -2.39
N 0.5927 -0.7594 0.2649 -1.27 3.07 2.74
H 1.1607 -3.8313 -1.2357 -0.14 2.03 0.17
H -1.7589 1.5996 0.6712 -0.87 1.24 -0.63
H -1.3519 0.1584 1.4456 -0.37 -0.47 0.07
H -0.2937 1.4799 1.7186 -0.82 0.19 -1.19
H 1.1943 0.4279 -1.9980 -0.45 0.55 0.51
H 1.5711 1.6854 -0.7259 -0.27 -0.37 -0.52
H 0.1854 1.9527 -1.7942 0.38 -0.80 0.24
H -0.9401 -0.1255 -2.3110 -0.38 0.30 1.66
H -1.6347 -1.1474 -1.1486 0.08 0.23 0.92
H -2.1691 0.5076 -1.2337 -0.64 0.70 0.29
H 2.0591 0.3770 1.1783 -0.40 -1.03 0.78
H 0.6636 0.0521 2.3256 0.89 -1.02 -1.21
H 1.7859 -1.3375 1.9189 0.28 0.35 -0.07
H 2.0029 -1.8991 -1.3660 -0.99 -2.75 -0.18
```
Forces are in eV/Å.


Record 6
Here is the ion C7H14N with charge +1 from the Open Molecules 2025 dataset. Energies are from the ωB97M-V functional and the def2-TZVPD basis.

Values from the calculation:
- SMILES: C/C=C/C=C(/[NH3+])CC
- E_HOMO: -0.460 Eh
- HOMO-LUMO gap: 9.0 eV
- 2S+1: 1
- Net charge: +1
- LUMO energy: -0.1288 Ha

Geometry as XYZ:
```
22
Properties=species:S:1:pos:R:3:forces:R:3
C 1.3451 -0.3836 -0.5453 1.28 -1.02 0.80
C 0.1491 -1.0303 -0.1019 2.27 -2.89 2.16
C 2.4545 -0.6832 0.1500 0.11 0.41 0.03
C -1.0011 -0.4367 -0.0603 -1.62 -0.64 -1.76
C 3.7895 0.0397 0.2700 -1.59 -2.28 0.58
C -2.1878 1.7008 -0.0105 -0.42 -0.33 -3.90
C -1.3790 0.7205 -0.9175 -2.90 -0.43 3.17
N -2.1443 -1.1059 0.6096 0.40 -1.93 -0.32
H 1.2324 0.3152 -1.3028 0.40 1.58 -1.06
H 0.4225 -1.9931 0.4878 -1.10 1.55 -0.85
H 2.3195 -1.5593 0.7585 0.27 -0.26 0.54
H 3.6212 0.9587 -0.1810 0.65 1.68 -1.36
H 4.5204 -0.6664 -0.1458 0.30 0.83 0.03
H 3.9828 0.2530 1.3264 0.13 -0.37 -0.13
H -3.2467 1.4918 -0.0707 -0.37 -0.09 0.18
H -2.0417 2.6054 -0.5405 -0.33 1.41 -0.09
H -1.8809 1.8316 0.9396 1.26 0.24 3.27
H -0.5214 1.1502 -1.2896 1.58 1.01 -0.97
H -2.1270 0.5153 -1.6704 0.41 -0.65 -0.75
H -2.7304 -1.6890 -0.0575 0.92 0.51 0.96
H -2.7328 -0.3627 0.8939 -1.11 0.96 0.86
H -1.8440 -1.6719 1.4580 -0.52 0.73 -1.38
```
Forces are in eV/Å.


Record 7
Here is a cluster of 2 separate species, C7H14N2 in total from the Open Molecules 2025 dataset. Energies are from the ωB97M-V functional and the def2-TZVPD basis.

Values from the calculation:
- E_HOMO (spin up / spin down): 0.046 / -0.189 Eh
- HOMO-LUMO gap (spin up / spin down): 2.5 / 8.8 eV
- 2S+1: 2
- Net charge: -1
- LUMO energy (spin up / spin down): 0.1371 / 0.1347 Ha

Geometry as XYZ:
```
23
Properties=species:S:1:pos:R:3:forces:R:3
C 1.7139 2.2399 -1.5271 3.27 1.94 -1.38
C 2.7905 2.2788 -0.3827 0.12 0.02 -0.62
H 2.2947 2.7782 -2.3870 -0.60 -1.54 0.71
H 1.3569 1.2854 -1.8485 -0.04 -0.62 -0.01
H 0.9318 2.9603 -1.5565 -1.10 0.32 1.27
H 2.5008 1.8516 0.5718 -0.38 0.27 0.15
H 3.7088 1.7160 -0.6451 -0.58 -0.10 -0.34
H 3.2056 3.2971 -0.2600 -0.65 -0.27 0.21
C -1.9569 -2.3798 0.1842 -0.29 0.20 0.11
C -2.7920 -1.8596 -0.9701 -2.90 -2.24 1.72
C -1.0510 -1.3494 0.7136 5.73 0.37 1.17
C -1.1294 -0.0492 1.1315 1.02 -0.63 -0.18
C 0.9195 -0.7820 1.7600 -0.96 -0.62 -1.85
N 0.3034 -1.7513 1.0357 0.00 0.16 1.72
N 0.0932 0.3275 1.7410 -1.47 -4.00 -1.45
H -2.5448 -2.5189 1.0832 -0.88 -0.63 -0.06
H -1.5504 -3.3877 -0.0935 0.35 1.24 0.50
H -3.6928 -2.6236 -0.9492 0.75 2.02 -0.03
H -1.9148 0.5883 0.8251 -0.37 1.07 0.51
H 2.0078 -0.8340 2.2161 -2.72 0.37 -1.15
H 0.2660 1.2068 2.0718 0.60 2.84 1.23
H -2.3921 -2.1978 -1.8744 1.14 0.60 -1.66
H -3.0686 -0.7965 -0.8399 -0.03 -0.78 -0.56
```
Forces are in eV/Å.


Record 8
Here is an isolated molecule of C7H14N2 from the Open Molecules 2025 dataset. Energies are from the ωB97M-V functional and the def2-TZVPD basis.

Values from the calculation:
- SMILES: CCCN1C=CN(C)C1
- E_HOMO: -0.258 Eh
- HOMO-LUMO gap: 8.1 eV
- 2S+1: 1
- LUMO energy: 0.0400 Ha

Geometry as XYZ:
```
23
Properties=species:S:1:pos:R:3:forces:R:3
C 2.0670 -0.4041 -2.8526 1.88 3.06 -2.66
C 1.5377 -0.9423 -1.5706 -0.17 -4.13 0.21
C 0.6164 0.1049 -1.0461 1.90 4.07 -1.68
C -1.3407 0.8271 0.3278 1.44 -2.16 -0.82
C -2.0160 1.0302 2.8392 0.86 3.84 -3.93
C -0.9851 -0.8140 1.9497 1.66 -1.99 -0.52
C -0.0492 -1.1238 1.0077 -0.88 0.95 0.18
H 2.2040 -1.0854 -3.8214 -0.36 1.25 2.47
H 1.3016 0.6014 -3.2106 2.76 -3.04 0.70
H 3.1333 0.0086 -2.5186 -2.10 -0.37 -1.58
H 2.4867 -1.3617 -0.8511 -2.95 1.33 -1.74
H 0.8684 -1.8618 -1.8676 1.22 1.28 1.01
H 1.4071 1.0981 -0.8866 -1.78 -1.98 0.72
H 0.1120 0.5885 -1.9518 0.10 -1.02 1.13
H -1.9873 0.8290 -0.5984 -0.04 0.87 1.53
H -0.8121 1.7744 0.5743 -0.31 -0.09 -0.35
H -2.7166 1.9085 2.4765 0.58 -1.91 1.65
H -2.2457 0.4182 3.7264 -0.19 0.55 -0.73
H -1.0088 1.6661 2.9263 -1.69 -1.66 0.41
H -1.0890 -1.2754 2.9726 -0.02 0.52 -1.52
H 0.7422 -1.9406 0.9642 -1.34 1.49 0.06
N -0.3424 -0.2436 -0.1250 -0.41 -0.80 2.51
N -1.8834 0.1977 1.5356 -0.15 -0.03 2.93
```
Forces are in eV/Å.


Calculated values (hartree) of calculated total energy for the records, taken in order: -627.4365; -2024.3234; -2240.6430; -329.5355; -329.4965; -329.5449; -384.5118; -384.4470.